Record 1
The following is a quantum chemistry calculation of a 6-piece molecular cluster, C24H61N2O12P overall at a distorted geometry, from OMol25.

```
100
Properties=species:S:1:pos:R:3:forces:R:3:mulliken_charge:R:1
C 9.6589 2.2239 4.6263 1.624 -0.294 -0.575 -0.812
P 8.0324 3.0660 4.1038 -0.589 2.463 2.303 0.155
C 8.1593 4.0078 2.4537 0.440 -0.768 -1.585 -0.813
O 6.6437 2.0368 4.2190 0.620 -2.127 -4.530 -0.305
C 6.3866 1.2681 2.9923 -2.507 1.984 -4.884 0.441
O 5.8864 1.8170 1.8520 3.366 -2.864 7.502 -0.492
N 6.6264 -0.2238 3.0399 -1.012 1.458 -0.661 -0.272
C 7.3165 -0.7585 1.8074 0.391 -2.220 -1.080 -0.209
N 8.8559 -0.7282 1.9164 -2.472 1.462 0.294 -0.589
H 9.5730 1.0754 4.8802 0.228 2.368 -0.631 0.254
H 10.0565 2.8209 5.5812 -1.216 -1.421 -2.059 0.315
H 10.4761 2.4411 3.7834 -1.644 -0.858 1.702 0.262
H 8.8070 3.3520 1.7077 -1.454 1.640 1.058 0.256
H 8.7194 5.0249 2.6625 -1.123 -2.209 -0.171 0.326
H 7.0826 4.2462 1.9991 2.453 -0.753 1.132 0.267
H 5.6536 -0.6509 3.0109 1.456 0.798 0.268 0.248
H 7.0524 -1.9229 1.7611 0.272 2.595 0.251 0.124
H 6.9478 -0.3130 0.7902 0.824 -0.556 2.031 0.261
H 9.1139 0.1521 1.4139 0.186 -0.917 1.075 0.277
H 9.0175 -0.6528 2.9529 0.162 0.183 -1.488 0.300
C 5.0593 -2.2941 -0.6892 0.142 0.187 -0.029 -1.032
O 6.3389 -2.4088 -1.3037 -0.369 -0.311 -0.157 -0.299
C 6.4703 -3.6129 -2.0637 0.230 0.474 -0.219 -0.545
C 6.3037 -3.3442 -3.5632 -0.466 -0.325 0.279 -0.515
O 4.9671 -2.9393 -3.8727 0.384 0.287 0.170 -0.374
C 4.8598 -1.5328 -4.0632 -0.142 -0.125 0.012 -0.681
H 4.9438 -1.2703 -0.3250 0.075 -0.121 -0.033 0.270
H 4.2472 -2.5045 -1.3932 0.091 -0.017 0.058 0.568
H 4.9966 -2.9776 0.1620 -0.137 -0.051 0.052 0.356
H 5.7561 -4.3738 -1.7187 0.035 0.167 -0.133 0.340
H 7.4792 -3.9966 -1.8853 0.001 -0.014 -0.025 0.372
H 6.4892 -4.2750 -4.1092 0.026 0.017 0.034 0.372
H 7.0292 -2.5997 -3.9134 -0.084 -0.025 0.147 0.321
H 5.2869 -1.2583 -5.0318 0.038 0.119 -0.002 0.328
H 5.3615 -0.9738 -3.2674 0.004 -0.066 -0.052 0.265
H 3.7998 -1.2652 -4.0581 0.118 -0.149 -0.029 0.244
C -0.4402 -0.1082 2.0152 -0.076 0.010 0.088 -0.480
O -0.3166 -1.4519 2.4704 0.301 0.022 -0.398 -0.373
C 0.2253 -2.3168 1.4689 0.145 -0.004 0.554 -0.430
C 1.7101 -2.5985 1.7226 -0.170 0.306 -0.500 -0.643
O 2.4986 -1.4166 1.5560 -0.157 -0.121 0.455 -0.252
C 2.8566 -0.8269 2.8009 -0.043 0.151 -0.303 -0.847
H -0.6364 0.5307 2.8799 -0.011 -0.181 -0.036 0.239
H 0.4741 0.2436 1.5257 -0.068 -0.080 0.021 0.311
H -1.2833 -0.0294 1.3235 0.006 0.105 -0.086 0.091
H 0.0703 -1.8984 0.4644 0.132 -0.010 0.166 0.263
H -0.3263 -3.2598 1.5265 0.030 -0.030 -0.015 0.390
H 2.0615 -3.3232 0.9808 -0.030 -0.009 0.014 0.385
H 1.8644 -3.0349 2.7171 -0.107 0.113 -0.062 0.375
H 3.6428 -1.4195 3.2771 -0.007 -0.100 0.200 0.351
H 1.9986 -0.7436 3.4748 0.079 -0.071 -0.036 0.324
H 3.2425 0.1776 2.6070 -0.033 -0.113 -0.114 0.313
C -4.9740 0.1882 0.0747 0.082 0.072 0.060 -0.614
O -3.6944 0.0736 -0.5398 -0.290 -0.299 -0.188 -0.380
C -3.5630 -1.1305 -1.2998 0.168 0.491 -0.210 -0.154
C -3.7296 -0.8618 -2.7993 -0.497 -0.315 0.261 -0.665
O -5.0662 -0.4569 -3.1088 0.426 0.231 0.215 -0.381
C -5.1735 0.9495 -3.2993 -0.134 -0.089 -0.053 -0.742
H -5.0896 1.2121 0.4389 0.143 -0.098 -0.053 0.264
H -5.7862 -0.0221 -0.6293 0.108 -0.021 0.028 0.352
H -5.0368 -0.4952 0.9259 -0.137 -0.040 0.029 0.158
H -4.2772 -1.8914 -0.9549 0.039 0.165 -0.125 0.275
H -2.5541 -1.5142 -1.1214 0.025 -0.028 -0.023 0.225
H -3.5441 -1.7926 -3.3453 0.030 0.011 0.032 0.388
H -3.0041 -0.1173 -3.1496 -0.082 -0.020 0.142 0.339
H -4.7464 1.2241 -4.2679 0.000 0.143 0.016 0.354
H -4.6719 1.5085 -2.5035 0.012 -0.062 -0.036 0.309
H -6.2336 1.2171 -3.2942 0.126 -0.135 -0.053 0.264
C -5.2658 -3.0070 6.2627 -0.042 -0.173 -0.025 -0.665
O -6.4158 -3.6758 5.7545 0.125 0.454 -0.191 -0.380
C -7.2724 -2.7994 5.0178 0.099 -0.507 -0.201 -0.533
C -7.0878 -2.9820 3.5076 0.190 0.542 0.244 -0.532
O -5.7891 -2.5538 3.0878 -0.126 -0.435 0.176 -0.247
C -4.9023 -3.6471 2.8773 0.070 0.192 -0.008 -0.763
H -4.5543 -3.7613 6.6077 -0.181 0.009 -0.035 0.244
H -4.7770 -2.3949 5.4974 -0.093 -0.034 0.055 0.259
H -5.5496 -2.3794 7.1119 0.077 0.101 0.013 0.321
H -7.1073 -1.7529 5.3106 0.053 -0.164 -0.134 0.320
H -8.3017 -3.0611 5.2804 -0.008 0.011 -0.028 0.368
H -7.8152 -2.3512 2.9863 -0.011 -0.027 0.034 0.365
H -7.2719 -4.0219 3.2107 0.066 0.077 0.137 0.354
H -5.1593 -4.1559 1.9440 0.027 -0.128 -0.005 0.301
H -4.9306 -4.3609 3.7061 -0.053 0.050 -0.054 0.424
H -3.8855 -3.2538 2.7946 -0.167 0.069 -0.015 0.163
C -5.1107 4.9309 -4.1681 0.038 -0.129 -0.133 -0.849
O -5.9232 4.1469 -5.0361 -0.134 0.434 0.158 -0.299
C -7.2673 4.6300 -5.1052 0.223 -0.152 -0.473 -0.491
C -7.5037 5.4324 -6.3892 -0.001 0.330 0.531 -0.553
O -6.7487 6.6474 -6.3886 0.164 -0.475 -0.129 -0.375
C -5.5777 6.5553 -7.1924 -0.056 0.147 0.116 -0.685
H -4.0660 4.6573 -4.3354 -0.158 -0.078 -0.028 0.237
H -5.2225 6.0031 -4.3609 -0.049 -0.106 0.018 0.432
H -5.3670 4.7140 -3.1275 0.022 0.100 0.086 0.315
H -7.5149 5.2276 -4.2166 0.079 -0.004 -0.204 0.360
H -7.9231 3.7544 -5.1121 -0.022 0.012 -0.015 0.360
H -8.5607 5.7142 -6.4373 0.019 -0.043 0.011 0.373
H -7.2763 4.8308 -7.2778 0.062 0.007 0.159 0.332
H -5.8525 6.5951 -8.2502 0.090 -0.056 -0.069 0.326
H -5.0160 5.6379 -6.9918 -0.079 0.028 -0.014 0.282
H -4.9358 7.4104 -6.9638 -0.187 -0.054 0.008 0.243
```
Forces are in eV/Å.

Summary:
**Total charge**: 0
**Total energy**: -62706.098 eV
**LUMO**: 0.3 eV
**Structure (SMILES)**: CP(C)OC(=O)NCN.COCCOC.COCCOC.COCCOC.COCCOC.COCCOC
**HOMO-LUMO gap**: 0.3032 Eh
**F_max**: 8.7 eV Å⁻¹

***

Record 2
The following is a quantum chemistry calculation of C15H31FP2Pb as an isolated structure at a distorted geometry, from OMol25.

```
50
Properties=species:S:1:pos:R:3:forces:R:3:mulliken_charge:R:1
P -0.4594 -2.0219 -1.1007 3.067 1.029 -0.952 1.086
P -0.2972 2.0841 -1.2695 1.680 -1.022 -0.923 0.994
C -0.8603 -0.5954 -2.1689 -0.471 -0.322 -0.515 -1.022
C 0.1387 0.5726 -2.1739 -0.691 1.115 -1.597 -0.781
H -1.9017 -0.2837 -1.9732 0.316 -0.150 -0.178 0.440
H -0.8082 -1.0464 -3.1712 -0.433 0.195 0.094 0.646
H 1.1416 0.2760 -1.7682 -0.200 0.102 0.763 -0.103
H 0.3119 0.8826 -3.2178 -0.295 -0.017 0.033 0.631
C -1.8968 2.6892 -1.8327 -0.477 0.342 -0.286 -1.350
H -2.3587 3.3350 -1.0738 0.098 -0.178 -0.109 0.417
H -2.5753 1.8571 -2.0605 0.165 0.204 0.166 0.358
H -1.7591 3.2785 -2.7507 -0.092 -0.153 0.232 0.415
C 0.9669 3.3069 -1.7402 -0.140 0.279 -0.447 -1.474
H 0.6456 3.8752 -2.6240 0.036 -0.161 0.144 0.468
H 1.9038 2.7858 -1.9850 -0.330 0.112 0.265 0.369
H 1.1593 4.0126 -0.9171 -0.141 -0.382 -0.292 0.414
C -1.9174 -3.0201 -0.7369 -0.362 -0.061 0.150 -1.397
H -1.8074 -3.6099 0.1863 0.028 0.307 -0.256 0.385
H -2.0298 -3.7207 -1.5804 0.045 0.224 0.266 0.424
H -2.8252 -2.3993 -0.6835 0.390 -0.164 0.166 0.403
C 0.6015 -3.0861 -2.1262 -0.648 -0.230 -0.426 -1.541
H 1.5137 -2.5620 -2.4416 -0.358 -0.039 0.249 0.362
H 0.0126 -3.3745 -3.0060 0.305 -0.174 0.005 0.488
H 0.8736 -3.9845 -1.5568 -0.037 0.220 -0.109 0.421
Pb -2.9489 -0.8563 3.6034 -0.437 -0.056 -0.282 0.789
C 1.3179 2.0352 0.9741 -1.182 1.463 -0.482 -1.082
C -0.0454 1.8202 0.5069 -1.066 0.106 1.385 0.362
C -0.8655 0.5332 0.9177 0.134 0.615 0.428 -0.829
C -0.0867 -0.7794 1.2090 0.157 -0.055 0.254 -0.797
C 0.8585 -1.3922 0.0647 -0.643 -0.294 2.640 0.534
C 1.9643 -0.5466 -0.4242 -0.865 -0.122 -1.364 -1.243
C 2.8722 0.1894 0.4897 0.776 0.119 0.966 -0.997
C 2.2057 1.0928 1.6032 1.461 -0.852 -0.447 -0.880
C -1.1179 -1.5961 4.6620 0.152 0.005 0.031 -1.304
H 1.6572 3.0651 0.8854 -0.110 -0.112 0.275 0.316
H -0.6365 2.7057 0.8518 -0.216 -0.359 0.064 0.743
H -1.6659 0.3409 0.1730 0.274 0.048 0.095 0.258
H -1.4398 0.8507 1.8165 0.470 -0.441 -0.261 0.179
H 0.4833 -0.6688 2.1403 -0.193 -0.037 -0.470 0.247
H -0.8594 -1.5355 1.4787 0.280 0.181 -0.213 0.339
H 1.2928 -2.3207 0.5099 -0.869 -0.452 0.114 0.683
H 2.4475 -0.8875 -1.3532 0.096 -0.341 0.468 0.227
H 3.4410 0.8754 -0.1638 -0.054 0.010 0.356 0.196
H 3.6586 -0.4485 0.9573 -0.160 -0.049 0.186 0.297
H 1.7176 0.5102 2.3973 0.461 0.014 -0.150 0.194
H 2.9909 1.6927 2.1095 -0.193 -0.529 -0.255 0.405
H -0.6065 -0.7065 5.0403 0.107 -0.211 -0.041 0.307
H -0.4871 -2.1441 3.9433 -0.089 0.133 0.411 0.278
H -1.4149 -2.2435 5.4965 0.200 0.046 -0.178 0.409
F -2.5062 1.1633 3.8832 0.055 0.097 0.026 -0.682
```
Forces are in eV/Å.

Summary:
**Total charge**: 0
**Total energy**: -42592.083 eV
**LUMO (spin up / spin down)**: -0.1 / -0.8 eV
**HOMO-LUMO gap (spin up / spin down)**: 0.1721 / 0.0966 Eh
**F_max**: 3.4 eV Å⁻¹

***

Record 3
The following is a quantum chemistry calculation of a 4-piece molecular cluster, C17H25F9N3O9 overall at a distorted geometry, from OMol25.

```
63
Properties=species:S:1:pos:R:3:forces:R:3:mulliken_charge:R:1
C 7.1449 -3.6956 -2.3819 0.847 -0.099 -0.115 -1.198
C 6.1033 -2.5398 -2.7207 -0.273 2.221 1.146 0.656
O 6.2010 -1.4890 -2.0411 0.049 -2.854 -1.551 -0.606
N 5.0212 -2.5998 -3.7027 1.990 -0.812 0.945 0.239
C 5.4294 -3.2108 -4.9916 -0.432 0.912 -1.043 -0.754
C 3.7446 -3.1840 -3.1492 -0.097 -1.977 0.848 -1.465
C 3.8682 -4.7722 -2.8682 -0.648 1.025 -0.841 0.026
N 3.0475 -5.4820 -3.9341 0.711 -0.557 0.013 -0.705
O 3.4666 -2.6199 -1.8098 2.455 -1.358 -4.186 0.273
N 2.4911 -1.5964 -1.9860 -2.823 -2.606 -4.663 0.404
O 1.4494 -2.1724 -2.1282 0.334 2.017 0.290 -0.388
H 6.7964 -4.4169 -1.5663 0.139 1.184 -1.082 0.214
H 7.4605 -4.3357 -3.2667 -0.631 0.781 0.978 0.340
H 8.1019 -3.1774 -2.0121 -1.508 -0.704 -0.420 0.347
H 4.6312 -3.9202 -5.3740 1.146 0.688 0.601 0.228
H 6.4587 -3.6898 -4.9965 -1.298 0.350 0.174 0.257
H 5.4782 -2.3516 -5.7621 0.044 -1.246 0.898 0.247
H 4.9295 -5.1722 -2.9800 -1.055 0.436 0.621 0.284
H 3.3783 -4.9910 -1.8663 0.966 0.129 -1.054 0.088
H 2.7693 -4.8128 -4.6651 0.335 -0.248 0.655 0.262
H 3.6251 -6.2329 -4.3557 -0.616 0.721 0.196 0.297
C 3.6044 0.4734 4.5475 0.301 -0.091 -0.034 -1.259
C 2.4948 0.0416 3.6094 -0.113 0.149 0.540 -0.125
O 2.9973 -0.1284 2.2772 0.133 -0.474 -0.500 -0.216
C 3.5982 -1.3102 2.0186 -0.630 0.257 1.144 -0.021
O 3.7292 -2.1906 2.8241 0.134 0.238 -0.619 -0.539
C 4.0379 -1.3754 0.5570 1.174 -0.326 -2.250 1.281
F 4.6347 -0.2407 0.1472 -0.440 -0.141 0.682 -0.284
F 2.9776 -1.5774 -0.2730 0.258 2.167 8.057 -0.292
F 4.9082 -2.3652 0.3289 -0.527 0.342 1.062 -0.219
H 4.1001 1.3702 4.1685 -0.146 0.012 0.033 0.322
H 3.2077 0.6816 5.5434 -0.018 -0.007 -0.073 0.383
H 4.3690 -0.3015 4.6344 -0.142 -0.014 0.031 0.322
H 1.7318 0.8214 3.5595 0.117 -0.041 -0.294 0.243
H 2.0017 -0.8689 3.9595 0.201 -0.037 -0.167 0.375
C -0.7002 -0.2045 -0.2109 -0.339 -0.052 0.048 -0.969
C -0.3351 0.9648 0.6802 0.675 -0.700 -0.260 0.025
O -1.3749 1.9610 0.6644 -1.018 0.569 0.612 -0.335
C -2.4166 1.7393 1.4824 1.665 -1.034 -0.323 0.305
O -2.5253 0.7835 2.2015 -0.564 0.699 -0.066 -0.521
C -3.4118 2.8953 1.3984 -1.198 1.208 -0.287 0.925
F -3.6533 3.2815 0.1289 0.282 -0.373 0.331 -0.272
F -2.9668 3.9914 2.0505 0.190 -0.512 -0.044 -0.272
F -4.6080 2.5908 1.9357 0.643 -0.272 -0.068 -0.238
H -0.9335 0.1401 -1.2205 0.216 -0.016 0.035 0.310
H 0.1220 -0.9201 -0.2629 -0.036 0.109 -0.070 0.172
H -1.5870 -0.7224 0.1625 0.115 0.005 0.085 0.317
H 0.5669 1.4478 0.3000 -0.266 0.224 0.007 0.347
H -0.1205 0.6422 1.7023 -0.282 0.110 -0.032 0.180
C -7.4068 3.9842 2.5810 -0.328 -0.192 0.114 -1.087
C -7.6615 5.0836 1.5697 0.704 0.023 0.462 -0.209
O -8.7715 4.7452 0.7220 -1.051 0.145 -0.242 -0.325
C -9.9942 5.0005 1.2214 1.607 0.332 0.731 0.370
O -10.1985 5.4776 2.3040 -0.506 -0.249 -0.610 -0.507
C -11.0710 4.6404 0.1993 -1.360 -0.614 -1.153 0.874
F -10.8451 3.4492 -0.3910 0.239 0.386 0.415 -0.243
F -11.1436 5.5523 -0.7932 0.340 -0.040 0.497 -0.251
F -12.2979 4.5683 0.7448 0.701 0.183 0.189 -0.245
H -7.2725 3.0240 2.0785 0.135 0.125 -0.017 0.279
H -6.5150 4.2028 3.1710 -0.042 0.001 -0.097 0.337
H -8.2536 3.8723 3.2620 0.076 0.132 -0.006 0.389
H -6.7919 5.1922 0.9188 -0.287 -0.092 -0.201 0.321
H -7.8220 6.0496 2.0551 -0.248 -0.142 -0.072 0.306
```
Forces are in eV/Å.

Summary:
**Total charge**: -1
**Total energy**: -65383.007 eV
**LUMO**: 1.9 eV
**HOMO-LUMO gap**: 0.1547 Eh
**F_max**: 8.3 eV Å⁻¹

***

> Which value of total charge does entry 3 give?

-1